# C14H21BF2N2O6

A 2-piece molecular cluster, C14H21BF2N2O6 overall (ωB97M-V/def2-TZVPD, OMol25).

For the max |F|, the calculation gives 4.09 eV/A. For the LUMO energy, the calculation gives -2.52 eV.

Atoms and positions in Å:
C 0.134 -2.214 4.114
C -0.951 -1.748 5.166
C -1.010 -0.180 5.360
O -1.834 0.482 4.392
C -1.125 1.385 3.556
C -1.428 0.946 2.070
C -0.287 0.487 1.226
C -0.648 0.065 -0.139
C 0.417 -0.476 -1.133
C 1.329 0.644 -1.775
C 2.703 0.804 -0.990
C 3.606 1.766 -1.881
O 2.961 3.041 -2.007
C -2.077 0.156 -0.497
N -2.933 0.606 0.446
N -2.701 1.013 1.665
H -0.362 -2.632 3.194
H 0.903 -1.438 3.875
H 0.701 -3.086 4.548
H -0.668 -2.187 6.164
H -1.941 -2.186 4.894
H 0.025 0.228 5.471
H -1.510 -0.028 6.361
H -1.483 2.445 3.707
H -0.015 1.382 3.683
H 0.755 0.428 1.599
H -0.126 -1.070 -1.917
H 1.096 -1.141 -0.527
H 1.628 0.259 -2.791
H 0.819 1.619 -1.956
H 3.219 -0.194 -0.908
H 2.532 1.226 0.036
H 4.654 1.841 -1.496
H 3.626 1.320 -2.912
H 2.906 3.439 -1.123
H -2.458 -0.168 -1.509
H -3.917 0.639 0.149
B 0.063 -0.029 -5.725
O -0.996 0.167 -4.702
C -1.653 -0.971 -4.582
O -2.579 -1.146 -3.823
C -1.072 -1.982 -5.513
O -1.443 -3.119 -5.644
O -0.068 -1.431 -6.181
F 1.340 0.181 -5.144
F -0.133 0.856 -6.801